(1)
11
Properties=species:S:1:pos:R:3 method="wB97M-V/def2-TZVPD" total_energy_ev=-7301.3816 max_force_ev_per_a=1.05 e_homo_ev=-10.39 molar_mass_g_mol=74.079 charge=0 multiplicity=1 lumo_ev=1.061 smiles=OC[C@H]1CO1 homo_lumo_gap_ev=11.448 relative_energy_kj_mol=221.6
H -1.6428 -0.0659 0.6353
H 2.4052 -0.7754 0.3236
H 1.2321 -0.8220 1.7299
H 0.6098 0.3926 -1.1752
O 0.4582 -1.4935 -0.1388
C -0.9301 0.6085 0.1452
C 1.3633 -0.7349 0.6487
H -1.6476 0.3639 -1.6565
C 0.3695 -0.0764 -0.2095
H -0.7661 1.4851 0.7796
O -1.4514 1.1178 -1.0824



(2)
11
Properties=species:S:1:pos:R:3 method="wB97M-V/def2-TZVPD" total_energy_ev=-7300.2976 max_force_ev_per_a=3.38 e_homo_ev=-9.79 molar_mass_g_mol=74.079 charge=0 multiplicity=1 lumo_ev=0.954 homo_lumo_gap_ev=10.745 relative_energy_kj_mol=326.2
O 0.2587 -1.2207 -0.9372
H -1.8118 -1.1312 -0.3931
O -0.1890 1.2494 1.2538
H -0.3263 -0.7235 1.6063
C -0.1212 -0.0451 0.7681
C -0.9175 -0.5051 -0.4865
H 1.2462 0.7761 -0.7280
H -1.1032 0.3390 -1.1690
H 0.1910 1.8030 0.5549
H 2.1071 -0.2417 -0.2436
C 1.0444 -0.3201 -0.1858



(3)
11
Properties=species:S:1:pos:R:3 method="wB97M-V/def2-TZVPD" total_energy_ev=-7300.0772 max_force_ev_per_a=0.54 e_homo_ev=-8.88 molar_mass_g_mol=74.079 charge=0 multiplicity=1 lumo_ev=0.871 homo_lumo_gap_ev=9.756 relative_energy_kj_mol=347.4
O 0.2131 -0.4888 -0.2280
C 0.3795 0.6577 0.3899
H -1.1956 1.9277 0.3321
C -0.9588 1.0367 0.9516
C 1.3290 -0.9292 -1.0213
H -0.8324 1.4259 1.9699
H -1.7034 -0.6156 0.3440
O -1.9992 0.0952 0.9266
H 2.2409 -0.9203 -0.4236
H 1.4333 -0.2543 -1.8710
H 1.0934 -1.9350 -1.3703



(4)
11
Properties=species:S:1:pos:R:3 method="wB97M-V/def2-TZVPD" total_energy_ev=-7302.2460 max_force_ev_per_a=0.78 e_homo_ev=-10.09 molar_mass_g_mol=74.079 charge=0 multiplicity=1 lumo_ev=1.039 smiles=C1COCO1 homo_lumo_gap_ev=11.129 relative_energy_kj_mol=138.2
C -1.1636 -0.0392 0.1651
H -1.4426 0.0163 1.2306
O -0.3551 -1.1613 -0.1062
H 1.0458 1.0378 1.1965
H 1.5621 1.4086 -0.4901
H 1.5303 -1.0141 -0.9409
H -2.0519 -0.1381 -0.4354
C 0.8755 0.8139 0.1278
O -0.4411 1.0964 -0.2661
C 0.9933 -0.7176 -0.0295
H 1.4951 -1.1342 0.8378



(5)
11
Properties=species:S:1:pos:R:3 method="wB97M-V/def2-TZVPD" total_energy_ev=-7302.8546 max_force_ev_per_a=1.41 e_homo_ev=-10.40 molar_mass_g_mol=74.079 charge=0 multiplicity=1 lumo_ev=0.839 smiles="CC(=O)CO" homo_lumo_gap_ev=11.240 relative_energy_kj_mol=79.5
H 2.0178 -1.3476 -0.4775
O 0.1943 1.3208 -0.0274
H -0.6302 -1.2568 -1.0383
C 0.4638 0.1442 -0.0142
C -0.7018 -0.7985 -0.0629
O -1.8984 -0.0834 0.0631
H -0.5785 -1.5772 0.7490
C 1.8643 -0.4023 0.0144
H 2.0951 -0.5927 1.0806
H -1.5792 0.8286 0.0819
H 2.5501 0.3851 -0.3052



(6)
12
Properties=species:S:1:pos:R:3 method="wB97M-V/def2-TZVPD" total_energy_ev=-18137.0658 max_force_ev_per_a=4.69 e_homo_ev="-3.11 / -2.89" molar_mass_g_mol=106.146 charge=-1 multiplicity=2 lumo_ev="3.615 / 2.251" homo_lumo_gap_ev="6.725 / 5.138" relative_energy_kj_mol=77.7
C 0.6914 -0.0421 0.6583
H -4.1872 1.1817 0.6741
H 0.8118 0.0347 1.7372
H 0.6160 2.0600 0.0100
S -1.7559 1.4988 0.2092
C 1.1488 -1.1587 -0.0160
H 1.7621 -1.7833 -1.6566
O 1.7217 -2.2238 0.4290
C 0.0663 1.1072 -0.0930
H 0.0211 0.7999 -1.1776
H -4.1732 1.3097 1.4567
O 1.0039 -1.1539 -1.3899



(7)
12
Properties=species:S:1:pos:R:3 method="wB97M-V/def2-TZVPD" total_energy_ev=-18137.4114 max_force_ev_per_a=3.70 e_homo_ev=-9.12 molar_mass_g_mol=106.146 charge=0 multiplicity=1 lumo_ev=0.533 smiles="O=C(CO)CS" homo_lumo_gap_ev=9.655 relative_energy_kj_mol=148.2
O -0.9621 -0.7830 -1.1575
C 0.6605 0.4685 0.1105
H 0.3607 0.9385 1.0575
C -0.3704 -1.6834 0.9568
H 0.3258 -2.4216 0.5800
H -0.6339 1.5153 -1.5973
H -1.3951 -2.0224 0.9274
H -0.7425 -0.9536 2.7151
S 0.5039 1.8763 -1.1365
C -0.2693 -0.6880 -0.1252
H 1.7117 0.2393 0.3094
O -0.0147 -1.2044 2.2248



(8)
12
Properties=species:S:1:pos:R:3 method="wB97M-V/def2-TZVPD" total_energy_ev=-18135.5093 max_force_ev_per_a=6.48 e_homo_ev=-8.54 molar_mass_g_mol=106.146 charge=0 multiplicity=1 lumo_ev=0.549 smiles="COCC(O)=S" homo_lumo_gap_ev=9.088 relative_energy_kj_mol=331.7
H -2.6176 0.5362 0.0487
H 0.2577 -0.9314 -1.2766
H 0.4114 -0.9981 0.7787
O -0.5914 0.6392 -0.1221
C 0.4344 -0.4273 -0.1893
H -1.9212 -1.0678 -0.5302
O 1.7426 1.4562 -0.0526
H -1.8278 -0.5769 1.1640
C 1.8721 0.1819 -0.0041
C -1.8102 -0.2224 0.0459
S 3.3717 -0.2487 0.0056
H 0.6783 1.6591 0.1321



(9)
12
Properties=species:S:1:pos:R:3 method="wB97M-V/def2-TZVPD" total_energy_ev=-18136.3422 max_force_ev_per_a=4.93 e_homo_ev=-9.79 molar_mass_g_mol=106.146 charge=0 multiplicity=1 lumo_ev=0.410 smiles="O=C(S)CCO" homo_lumo_gap_ev=10.201 relative_energy_kj_mol=251.4
C 0.3310 1.2411 -0.1233
H 2.4829 1.6069 0.2814
H 1.7634 0.3966 1.4649
H 3.1769 -0.9687 0.1195
S -0.9518 -1.2860 0.0981
O 2.2245 -0.6497 -0.3847
H 0.3517 2.2686 0.2563
C 1.7466 0.6681 0.3919
C -1.0901 0.4482 0.0453
H 0.3581 -1.2718 -0.4127
O -2.1326 1.0072 -0.1012
H 0.4357 1.5401 -1.2749



(10)
12
Properties=species:S:1:pos:R:3 method="wB97M-V/def2-TZVPD" total_energy_ev=-18137.0957 max_force_ev_per_a=2.61 e_homo_ev=-9.06 molar_mass_g_mol=106.146 charge=0 multiplicity=1 lumo_ev=-0.540 smiles="OC[C@@H](O)C=S" homo_lumo_gap_ev=8.521 relative_energy_kj_mol=178.7
O -1.5404 -0.5881 -0.7138
H 1.6981 0.7506 -1.1742
C 0.2632 -1.3757 0.6548
H -0.1193 -2.3305 0.3762
C 0.1212 1.1026 -0.0568
S 1.5613 -1.2230 1.5519
H -0.9867 -0.6102 -1.4777
H -0.7136 1.8058 -0.1401
H -1.2087 0.1108 1.1460
C -0.6138 -0.1663 0.3207
O 0.8265 1.0749 -1.2975
H 0.7121 1.4490 0.8105



(11)
12
Properties=species:S:1:pos:R:3 method="wB97M-V/def2-TZVPD" total_energy_ev=-18133.3585 max_force_ev_per_a=4.83 e_homo_ev=-9.56 molar_mass_g_mol=106.146 charge=0 multiplicity=1 lumo_ev=-1.219 homo_lumo_gap_ev=8.341 relative_energy_kj_mol=539.3
H -1.3500 -0.7839 1.9333
H 2.1178 1.0093 -0.4178
C 1.2107 1.6268 -0.3505
H -0.0295 -1.9042 1.5802
C -0.6715 -0.7394 -0.0402
O 0.2687 1.1170 0.4779
O -0.3868 -0.0090 -2.5139
S -0.8795 -1.0404 -1.6100
H 0.8387 1.8665 -1.3522
H -1.6638 -2.2575 0.9775
C -0.9452 -1.4608 1.1791
H 1.4903 2.5755 0.1365



(12)
13
Properties=species:S:1:pos:R:3 method="wB97M-V/def2-TZVPD" total_energy_ev=-28971.8244 max_force_ev_per_a=2.62 e_homo_ev=-9.03 molar_mass_g_mol=138.213 charge=0 multiplicity=1 lumo_ev=0.495 smiles="O=C[C@]1(S)CS1.O" homo_lumo_gap_ev=9.528 relative_energy_kj_mol=238.2
H 0.3993 -1.9160 0.9458
O -1.7833 -0.0910 -0.4395
H 0.2759 1.8529 1.5820
O 0.2726 -1.9171 -0.8874
C 0.3986 -0.7124 -0.9875
S 1.9800 1.3905 -0.3489
H -1.7634 -0.3423 0.4749
H 0.2881 -0.0499 -1.8511
C 0.7830 0.1368 0.1899
C 0.4555 1.5594 0.5110
H -0.3326 1.9938 0.0187
S 1.1605 -1.0032 1.5947
H -2.1343 -0.9014 -0.8027



Among the records above, which one has the lowest charge? number 6